Entry 1:
Computed, not measured: C37H37F5P2Sn as an isolated structure at a distorted geometry, with ωB97M-V/def2-TZVPD.

Structure (ORCA input):
```
! wB97M-V def2-TZVPD RIJCOSX def2/J DEFGRID3
* xyz 0 1
Sn -1.00822 -0.24247 -0.44475
P -2.15989 1.15179 1.53609
P -0.86570 1.94046 -1.81191
F 2.06270 -0.37449 -1.13623
F 1.34973 -2.87890 0.02577
F 0.07195 -3.28095 -1.72323
F 0.87593 -0.91786 -2.92475
F 2.24875 -3.07656 -1.94608
C -1.52088 1.68312 3.13309
C -2.22942 1.41469 4.31892
C 1.16868 -2.59038 -1.29475
C -2.72723 0.25220 -3.13782
C -5.78458 -1.65376 1.80824
C -6.25974 3.33426 -2.72369
C -6.06725 3.12789 -0.16445
C -4.90624 0.60781 1.76316
C 1.31020 5.12612 -3.26726
C -5.04639 5.36564 -0.78849
C 0.25411 4.33720 -2.79425
C -1.28121 1.52321 -4.60766
C -3.60630 0.09171 1.77219
C -4.11071 5.28989 -2.03305
C -2.43567 2.56923 0.51290
C -6.91317 2.93085 -1.38629
C 0.48531 3.01081 -2.37716
C -5.22530 4.14145 0.06878
C -5.99782 -0.26941 1.71971
C -1.71857 1.84038 5.54264
C -4.48471 -2.16224 1.91304
C -1.85573 2.91665 -0.67933
C -2.65391 -0.27162 -5.50288
C -1.74160 0.76990 -5.69057
C 0.39013 -0.49300 1.24703
C 1.81013 2.53334 -2.38961
C 2.85399 3.30699 -2.89625
C 0.94530 -1.09263 -1.55296
C -0.31161 2.41036 3.18435
C 0.19148 2.83173 4.41459
C -3.86456 3.95062 -2.67704
C -3.39188 -1.29911 1.87283
C -0.51377 2.55919 5.59954
C -3.12856 -0.52945 -4.21684
C -4.80462 3.01893 -2.85327
C 2.61262 4.61502 -3.33535
C -1.74855 1.26184 -3.30437
H -2.36622 -1.68306 1.90379
H -2.26564 1.63016 6.46569
H -2.86714 3.83166 -3.10180
H -7.18106 1.86223 -1.41766
H -0.12717 2.91902 6.55919
H -3.12464 5.69896 -1.73896
H 2.01782 1.54361 -2.00843
H -0.74988 4.76138 -2.75881
H -3.02180 3.33175 1.04072
H 0.13559 0.07320 2.15479
H -7.01388 0.12205 1.64662
H -7.86355 3.48912 -1.28975
H -4.55458 2.00362 -3.16128
H -6.42401 4.41866 -2.83830
H -5.04325 1.69182 1.80452
H -4.31213 -3.23177 2.03615
H -0.53784 2.30942 -4.76327
H -6.81378 2.82498 -3.53095
H -2.99193 -0.88330 -6.33788
H -6.63372 -2.34264 1.82978
H -3.14571 0.03295 -2.14488
H 1.12791 3.39054 4.45973
H -6.02947 5.74869 -1.12104
H 0.48052 -1.56665 1.47062
H 3.43407 5.22533 -3.72476
H 1.33376 -0.10868 0.81353
H -1.88028 3.98594 -0.98157
H -6.32995 2.43842 0.63726
H -4.71893 4.21168 1.03488
H -3.18832 0.89196 4.26033
H -3.82160 -1.35248 -4.03871
H -4.61394 6.14633 -0.13086
H -1.37186 0.97966 -6.69271
H 0.21652 2.65774 2.25597
H -4.51434 6.02142 -2.76677
H 1.11662 6.15201 -3.59383
H 3.86275 2.88964 -2.95377
*
```

Output
* frontier orbital gap: 6.088 eV
* lowest unoccupied orbital energy: -0.26 eV
* ΔE to the lowest compared entry with this formula, charge and spin: 18.5 kcal/mol
* HOMO level: -6.35 eV

---

Entry 2:
Computed, not measured: a 2-piece molecular cluster, C37H37N4O overall at a distorted geometry, with ωB97M-V/def2-TZVPD.

Structure (ORCA input):
```
! wB97M-V def2-TZVPD RIJCOSX def2/J DEFGRID3
* xyz 1 1
O -3.88558 1.25633 3.05792
N 5.21709 3.86564 -1.33227
N 3.72605 2.26364 -0.90309
N -0.67348 0.30916 1.97514
N -1.80649 0.68294 3.88466
C 2.65322 -0.55234 0.73175
C 0.80724 4.33069 2.54425
C 6.11883 -2.52241 2.28833
C 5.76768 1.58396 -2.10611
C -1.47841 -4.63302 3.66855
C -1.18795 -5.95786 3.96766
C -0.14638 -1.14657 3.98940
C -2.15368 0.73797 5.28438
C -1.18718 3.24455 1.69638
C -1.37674 4.94038 3.40846
C 4.35940 -0.86497 2.53782
C 0.36104 0.18674 1.12277
C 0.19739 3.43805 1.65634
C 5.23167 0.33249 -2.47827
C -2.70658 0.96700 2.88518
C 3.83194 -1.19805 1.25120
C 7.86719 1.04347 -3.17077
C -1.95617 0.86486 1.55939
C -1.97661 4.01824 2.55183
C 4.48761 -2.22155 0.51658
C 1.64682 -0.08563 1.56568
C 0.91309 -5.27462 4.98121
C 5.49081 -1.51289 3.03028
C -0.91455 -2.22297 3.72716
C 3.08220 3.54715 -0.59651
C 4.90783 2.54288 -1.41735
C 0.64331 -3.94380 4.66952
C 7.07426 1.95413 -2.47334
C 5.59912 -2.87739 1.03126
C 0.01593 5.06971 3.43189
C 0.00059 -6.28344 4.64013
C 4.12096 4.64988 -0.83871
C -1.83175 2.19617 0.83597
C 7.34823 -0.20768 -3.52749
C -0.57161 -3.60304 4.02635
C -0.50818 0.21799 3.44980
C 6.02016 -0.54543 -3.22335
H 3.89465 -0.05892 3.11386
H 6.07109 -3.67550 0.45756
H -1.89299 -6.74255 3.68369
H 1.84087 -5.53176 5.50050
H 6.04764 4.31118 -1.71736
H -1.88572 -2.05616 3.25250
H -1.25903 2.04596 -0.07788
H 2.69371 3.53467 0.42410
H 5.90218 -1.23128 4.00463
H 5.60552 -1.49639 -3.57003
H 7.98090 -0.91506 -4.06988
H -3.19370 1.07213 5.37867
H -2.40739 -4.35745 3.16041
H 7.45889 2.94217 -2.21855
H 0.26542 0.92097 3.80496
H -2.48499 0.13405 0.93122
H -1.49110 1.44299 5.81072
H -2.02976 -0.25474 5.74034
H 0.48666 5.76574 4.12981
H -2.84055 2.50707 0.55065
H -2.00023 5.54522 4.07308
H 0.20758 -7.32213 4.89578
H 3.75209 5.36796 -1.57846
H 0.11958 0.27741 0.05774
H 7.02529 -3.00050 2.65942
H -3.06333 3.87600 2.55800
H 1.35394 -3.14827 4.92414
H 8.88971 1.31826 -3.43476
H 4.20323 0.08416 -2.19934
H 0.74309 -1.19459 4.62609
H 4.40867 5.18081 0.07120
H 2.50045 -0.53577 -0.35517
H 1.89653 4.43798 2.53924
H 2.23483 3.71244 -1.29152
H 0.80079 2.86215 0.94645
H 1.85024 0.06819 2.63420
H 4.07879 -2.48733 -0.46797
*
```

Output
* frontier orbital gap: 5.989 eV
* lowest unoccupied orbital energy: -4.38 eV
* ΔE to the lowest compared entry with this formula, charge and spin: 15.8 kcal/mol
* HOMO level: -10.36 eV

---

Entry 3:
Computed, not measured: a 5-piece molecular cluster, C37H37NO21S overall at a distorted geometry, with ωB97M-V/def2-TZVPD.

Structure (ORCA input):
```
! wB97M-V def2-TZVPD RIJCOSX def2/J DEFGRID3
* xyz 0 1
S 1.10184 -1.75508 -0.10478
O -6.37616 -1.87020 2.83058
O 1.72231 -1.93004 -1.48512
O 4.38697 0.65881 6.62795
O -4.45887 -3.90495 1.65774
O 3.97886 4.59856 -5.03214
O 4.81717 3.07297 0.25946
O 3.89519 0.26946 -6.18408
O -2.46582 -5.12829 1.86626
O 5.53346 1.12515 -4.18429
O 1.14872 -3.24810 0.73072
O -1.17746 0.41375 6.72299
O -10.64451 -0.03356 2.09342
O 2.11811 -0.79525 0.83951
O 6.43340 4.67760 -3.85641
O 9.30568 1.32353 -6.98787
O 0.29324 -0.49018 4.61619
O 7.64828 0.55297 -9.00588
O 2.37834 2.91085 -0.94353
O -10.50389 -0.37281 -0.60417
O 2.92139 1.48132 8.77002
O -6.20075 -2.12836 0.11688
N -2.47407 1.01457 -1.14877
C 0.08262 0.52145 1.75074
C -3.79560 1.70930 -3.07693
C -3.73964 -4.67385 2.36309
C 2.38067 0.06532 5.55816
C -8.34811 -1.26619 -0.31946
C 7.46717 1.24123 -5.52622
C 5.51079 4.28400 -3.16311
C -2.19637 0.68786 0.28986
C -1.60992 0.93408 -2.30844
C 4.13876 4.20199 -3.73916
C -1.09454 -4.05800 0.08475
C 0.18308 0.48076 6.75024
C 7.14477 0.66203 -7.90111
C 7.98586 1.09057 -6.74690
C 0.49018 -4.28585 -0.04639
C 5.69445 3.88571 -1.76398
C 4.66253 3.44444 -1.04239
C 2.29614 1.04699 7.81859
C 3.10728 3.75752 -3.01848
C -8.51846 -0.94940 2.53675
C -4.16402 -5.13465 3.83650
C 3.29542 3.33661 -1.62706
C 0.91741 -0.02452 5.55565
C -0.88988 1.43649 0.85399
C 5.72694 0.38149 -7.65198
C 5.20916 0.52885 -6.43050
C 0.83087 0.97889 7.80544
C -9.46249 -0.74145 0.19395
C 1.54029 0.52199 1.07282
C -7.40369 -1.47808 2.02517
C -2.37091 1.33657 -3.60466
C -7.23641 -1.66069 0.55317
C -9.61905 -0.53343 1.66161
C -1.56610 -4.00423 1.64644
C -3.79337 1.49200 -1.53354
C 6.04450 0.98373 -5.28281
C 3.02900 0.56672 6.61206
H 0.72674 -5.28488 0.48337
H 3.92979 2.79215 0.55615
H 1.61671 1.10763 0.08331
H -3.45881 -5.97386 4.18298
H -1.61255 -4.95528 -0.42200
H -0.50653 0.60885 -2.24462
H -2.10920 -2.99265 1.78199
H -8.22144 -1.42005 -1.38289
H 0.18086 1.06070 2.76927
H -8.65257 -0.80907 3.60094
H 0.31019 1.34675 8.67937
H -5.22798 -5.54759 3.78844
H 2.90043 -0.28871 4.67740
H -5.68478 -2.21877 2.22985
H 3.76815 0.45151 -5.23199
H 8.06587 1.55377 -4.68093
H -1.26460 2.30714 1.51053
H -4.67943 2.07590 -3.70456
H -0.66313 -4.07202 2.36687
H 6.69178 3.96652 -1.35263
H 4.61068 1.05034 7.49528
H -0.33143 -0.51769 1.99918
H -11.18480 -0.02252 0.00309
H -1.41344 -3.12120 -0.49423
H -4.06441 -4.22052 4.51089
H 5.13155 0.05434 -8.49376
H -3.12874 0.98980 0.89412
H -2.11751 -0.46535 0.33657
H 4.86806 4.87361 -5.33105
H -4.67974 1.67013 -0.84257
H -1.40054 0.01658 5.85838
H 2.10688 3.69089 -3.42521
H -2.00166 1.35787 -4.67788
H 2.25491 1.05779 1.80905
H 0.86689 -4.39789 -1.11738
H -0.36755 1.91979 -0.05476
H 9.43062 1.14705 -7.94110
*
```

Output
* frontier orbital gap: 5.812 eV
* lowest unoccupied orbital energy: -1.90 eV
* ΔE to the lowest compared entry with this formula, charge and spin: 130.1 kcal/mol
* HOMO level: -7.72 eV